This record from OMol25 describes the molecule C6H10N2 at a distorted geometry. The level of theory is the ωB97M-V functional and the def2-TZVPD basis.

```
! RIJCOSX wB97M-V def2-TZVPD def2/J DEFGRID3
* xyz 0 1
C 0.42627 -0.66196 -0.10455
C 1.91216 -0.55758 -0.72989
C 1.09300 0.62659 -0.75772
C -0.88318 1.17035 0.23925
C -0.89383 -0.27504 -0.27286
C -2.06994 -0.86263 -0.54516
H -0.21554 -0.88932 1.80009
H 1.43774 -1.22190 1.79780
H 2.05079 -0.96457 -1.68486
H 2.71423 -0.93188 -0.03172
H 0.75846 0.84281 -1.83793
H 0.86239 1.75094 0.85211
H -1.21515 1.26124 1.40405
H -1.76579 1.80766 -0.21454
H -2.97396 -0.28111 -0.47387
H -2.26993 -1.92764 -0.83357
N 0.66201 -0.58309 1.41579
N 0.37028 1.69713 -0.02241
*
```

Calculated values
- E_LUMO: 1.003 eV
- Energy relative to the best compared isomer or geometry (same formula, charge and spin): 137.90 kcal/mol
- Kohn-Sham gap: 0.326 Ha
- Total energy: -343.9170 hartree
- Max |F|: 6.3 eV/A
- SMILES string: C=C1CN[C@H]2C[C@]12N

Mulliken charges, unit e, in atom order: 0.86, -0.75, -0.08, -0.39, -0.07, -1.08, 0.21, 0.23, 0.27, 0.28, 0.17, 0.38, 0.23, 0.30, 0.28, 0.27, -0.65, -0.45


This record from OMol25 describes a cluster of 14 separate species, C28H84O14 in total at a distorted geometry. The level of theory is the ωB97M-V functional and the def2-TZVPD basis.

```
! RIJCOSX wB97M-V def2-TZVPD def2/J DEFGRID3
* xyz 1 2
C -9.64396 -10.38135 8.28102
C -9.26275 -8.92027 8.35493
O -8.15146 -8.86141 9.16286
H -10.01719 -10.78180 9.22360
H -8.84270 -10.98486 7.85457
H -10.53412 -10.50533 7.66431
H -10.07495 -8.33178 8.78168
H -9.05773 -8.59754 7.33419
H -7.97149 -7.96525 9.45630
C -11.18259 -9.98717 4.58870
C -10.42699 -8.64837 4.49985
O -9.57154 -8.73932 3.39816
H -11.96135 -9.97678 5.35128
H -10.52220 -10.79562 4.90238
H -11.61989 -10.32350 3.64862
H -9.88072 -8.45729 5.42353
H -11.08075 -7.78483 4.37746
H -10.05893 -8.40993 2.63951
C -4.17577 -8.14928 11.77229
C -5.60321 -7.67270 11.81424
O -5.93086 -7.38410 13.15953
H -4.14343 -9.20464 12.04299
H -3.51776 -7.56700 12.41732
H -3.74725 -8.10956 10.77084
H -6.36160 -8.33425 11.39556
H -5.69643 -6.79773 11.17093
H -5.90400 -6.42924 13.25507
C -11.51989 -5.57873 9.33502
C -11.19623 -5.34879 7.87333
O -9.86484 -4.80660 7.75784
H -11.21099 -4.75009 9.97223
H -11.07944 -6.47248 9.77696
H -12.59076 -5.75464 9.43693
H -11.93730 -4.73411 7.36236
H -11.35115 -6.26493 7.30344
H -9.74015 -4.54685 6.84210
C -7.96603 -16.04085 7.82991
C -7.51381 -14.94262 8.74451
O -7.90190 -13.67426 8.26333
H -7.63754 -16.96088 8.31338
H -7.42899 -16.02552 6.88151
H -9.05025 -16.10590 7.73862
H -6.42701 -14.88295 8.80273
H -7.86092 -15.10630 9.76472
H -7.56838 -12.91964 8.75417
C -9.50464 -8.75013 12.16705
C -10.89538 -9.35608 12.04028
O -11.77762 -8.54237 12.76127
H -9.30527 -8.44916 13.19553
H -9.44284 -7.85402 11.54958
H -8.78040 -9.53013 11.93215
H -10.88747 -10.32253 12.54429
H -11.30677 -9.44888 11.03517
H -12.56313 -8.60120 12.21254
C -7.77342 -5.61871 5.37457
C -8.22362 -4.22029 5.07669
O -9.64523 -4.20486 5.11322
H -8.23237 -6.28474 4.64390
H -8.11179 -6.00423 6.33633
H -6.69592 -5.71031 5.23781
H -7.87050 -3.95320 4.08066
H -7.74311 -3.44711 5.67620
H -9.94415 -3.36879 4.74819
C -13.96053 -10.67910 9.87290
C -14.43510 -10.00610 11.18528
O -14.12331 -8.63416 11.13285
H -14.24616 -11.71742 9.70441
H -12.87409 -10.76258 9.84491
H -14.28314 -10.06392 9.03292
H -14.08735 -10.58008 12.04418
H -15.52235 -10.08131 11.20377
H -14.68160 -8.30392 10.42514
C -14.47778 -12.27927 6.46972
C -13.08020 -12.63610 6.08614
O -12.91237 -14.03505 6.20994
H -15.22990 -12.64408 5.77020
H -14.60742 -11.19767 6.50767
H -14.74277 -12.65553 7.45781
H -12.36841 -12.10136 6.71504
H -12.92420 -12.35459 5.04474
H -12.04286 -14.22389 5.84953
C -3.95960 -7.37888 7.77917
C -5.25507 -7.93524 7.12506
O -4.88197 -8.27582 5.75815
H -3.26115 -8.10003 8.20370
H -4.16079 -6.66990 8.58226
H -3.39243 -6.68996 7.15322
H -6.07018 -7.21189 7.14637
H -5.71189 -8.73883 7.70269
H -5.67317 -8.60826 5.32794
C -11.30937 -13.97102 9.77324
C -12.29026 -15.08367 10.07875
O -12.52843 -15.14846 11.47353
H -11.80495 -13.02813 10.00445
H -11.03982 -13.93248 8.71780
H -10.38651 -14.08031 10.34287
H -11.88380 -16.04407 9.76171
H -13.22341 -14.89016 9.54971
H -11.71032 -15.52626 11.80453
C -6.59524 -4.30855 8.74138
C -7.54530 -4.77500 9.84619
O -8.18856 -5.93828 9.42995
H -7.02056 -4.00247 7.78559
H -5.90495 -5.12623 8.53402
H -5.99402 -3.46833 9.08875
H -8.27865 -3.98284 9.99713
H -7.17498 -4.89915 10.86381
H -8.87197 -5.63443 8.82809
C -5.44538 -12.99456 11.14609
C -6.03912 -11.60858 10.93414
O -6.84522 -11.59990 9.73492
H -6.26733 -13.69610 11.28867
H -4.67709 -13.02030 11.91886
H -5.01780 -13.31121 10.19477
H -5.23494 -10.88561 10.79728
H -6.59432 -11.28383 11.81414
H -7.21436 -10.72005 9.62911
C -6.24782 -11.17768 6.12299
C -7.32601 -10.81707 5.08172
O -7.34634 -9.42180 4.89257
H -6.45125 -10.61398 7.03346
H -5.25005 -10.90505 5.77916
H -6.32999 -12.23417 6.37829
H -8.30838 -11.23916 5.29359
H -7.03856 -11.24051 4.11934
H -7.99614 -9.08690 4.27031
*
```

Calculated values
- E_LUMO (spin up / spin down): -2.095 / -8.962 eV
- Energy relative to the best compared isomer or geometry (same formula, charge and spin): 17.32 kcal/mol
- Kohn-Sham gap (spin up / spin down): 0.334 / 0.082 Ha
- Total energy: -2170.0624 hartree
- Max |F|: 4.2 eV/A
- ⟨S²⟩: 0.755

Mulliken population analysis, charges in e, atoms 1 to 99: -0.82, 1.40, 1.54, 0.37, -0.54, 0.13, -0.30, -0.74, -0.60, -1.09, 0.70, -0.70, 0.28, 0.14, 0.43, -0.76, 0.58, 0.35, -0.96, 1.01, -0.54, 0.29, 0.34, 0.10, -0.33, -0.26, 0.35, -0.90, -0.07, -0.73, 0.28, -0.03, 0.41, 0.53, 0.01, 0.33, -1.43, 0.01, -0.31, 0.41, 0.33, 0.28, 0.32, 0.23, 0.40, -0.24, -0.15, -0.63, 0.53, -0.20, -0.13, 0.42, -0.05, 0.41, -0.10, -0.76, -0.54, 0.28, -0.31, 0.36, 0.46, 0.32, 0.28, -0.28, -0.57, -0.56, 0.30, -0.18, 0.31, 0.36, 0.38, 0.30, -1.34, 0.72, -0.58, 0.38, 0.30, 0.26, -0.23, 0.23, 0.30, -1.50, 2.13, -0.21, 0.41, 0.30, 0.40, -0.67, -0.49, 0.44, -0.22, -0.62, -0.54, -0.06, 0.18, 0.32, 0.36, 0.26, 0.32


This record from OMol25 describes a cluster of 2 separate species, C2H9N4O in total at a distorted geometry. The level of theory is the ωB97M-V functional and the def2-TZVPD basis.

```
! RIJCOSX wB97M-V def2-TZVPD def2/J DEFGRID3
* xyz 1 1
C -2.06071 0.09696 0.00217
C 0.22483 -0.45671 -0.09642
N -3.30102 -0.40226 0.21296
N -1.71818 1.29717 -0.18519
N 3.54464 0.38096 -0.07251
N -1.02334 -0.88218 -0.02997
O 1.28591 -1.08242 -0.11373
H 0.23371 0.64449 -0.11528
H -4.05052 0.25483 0.34640
H -3.46775 -1.34904 0.51393
H -2.46309 1.97891 -0.15426
H 4.24160 -0.19070 0.41074
H 3.38041 1.24759 0.43989
H 3.84603 0.56484 -1.03056
H -1.27001 -1.86518 -0.02478
H 2.59749 -0.23727 -0.10340
*
```

Calculated values
- E_LUMO: -3.307 eV
- Energy relative to the best compared isomer or geometry (same formula, charge and spin): 21.01 kcal/mol
- Kohn-Sham gap: 0.354 Ha
- Total energy: -375.6640 hartree
- Max |F|: 2.0 eV/A

Mulliken charges, unit e, in atom order: 0.54, 0.09, -0.39, -0.61, -0.50, -0.08, -0.76, 0.32, 0.22, 0.19, 0.21, 0.39, 0.38, 0.37, 0.25, 0.38


This record from OMol25 describes the molecule C3H4N2O2. The level of theory is the ωB97M-V functional and the def2-TZVPD basis.

```
! RIJCOSX wB97M-V def2-TZVPD def2/J DEFGRID3
* xyz 0 1
N -1.84662 -0.31488 -0.23392
C -0.49698 -0.09663 -0.18197
C 0.03325 1.22091 0.34702
O 1.22490 1.34232 0.48899
C 1.67157 -0.83305 0.00858
O 2.70128 -0.76207 -0.60443
N 0.36160 -0.98273 -0.49785
H -2.12462 -1.12740 -0.76770
H -2.48881 0.46119 -0.26860
H -0.62899 2.05803 0.60479
H 1.59342 -0.96567 1.10509
*
```

Calculated values
- E_LUMO: -0.601 eV
- Energy relative to the best compared isomer or geometry (same formula, charge and spin): 54.95 kcal/mol
- Kohn-Sham gap: 0.329 Ha
- Total energy: -376.6762 hartree
- Max |F|: 0.9 eV/A
- SMILES string: N/C(C=O)=N/C=O

Mulliken charges, unit e, in atom order: -0.46, 0.54, 0.04, -0.43, 0.16, -0.51, -0.50, 0.26, 0.23, 0.31, 0.35


This record from OMol25 describes a structure of composition C47H47NP2Ti at a distorted geometry. The level of theory is the ωB97M-V functional and the def2-TZVPD basis.

```
! RIJCOSX wB97M-V def2-TZVPD def2/J DEFGRID3
* xyz 0 3
Ti 0.06268 0.16850 3.41163
C -2.12930 -0.33276 4.21012
C -1.88767 -0.46537 2.83489
C -2.36778 0.60554 1.87056
C -1.43205 1.80282 1.55446
C -0.33544 2.07118 2.55098
C -0.63341 2.36855 3.88896
C -1.99807 2.30357 4.47046
C -2.66650 0.92127 4.79631
C 1.34146 -0.67383 2.11501
H -2.18366 -1.22749 4.83128
H -1.60742 -1.43162 2.38823
H -3.32729 1.01924 2.20355
H -2.62162 0.13362 0.91154
H -0.99859 1.71223 0.54154
H -2.08771 2.69490 1.52657
H 0.66700 2.25483 2.15624
H 0.00046 3.08148 4.41196
H -2.72383 2.84737 3.84295
H -1.96010 2.81843 5.44541
H -2.66038 0.80142 5.89344
H -3.73244 1.02110 4.50770
H 2.10672 -1.03576 2.84796
H 1.83492 0.08434 1.46873
H 1.02933 -1.54144 1.50206
P -0.26743 -1.87674 -4.25368
P 1.65657 0.69671 -4.65313
C -0.93976 -0.28908 -4.82764
C -0.11126 0.77834 -5.02179
C -0.82102 -3.09854 -5.54252
C -1.89649 -2.81033 -6.39442
C -2.29326 -3.71456 -7.38959
C -1.60231 -4.91648 -7.57398
C -0.48130 -5.18707 -6.77244
C -0.09023 -4.29819 -5.76773
C -1.31952 -2.04318 -2.77625
C -0.99606 -1.17160 -1.72266
C -1.61078 -1.35317 -0.49786
C -2.63850 -2.28723 -0.32228
C -3.01376 -3.09865 -1.40289
C -2.34215 -2.98746 -2.62452
C 2.31739 1.28053 -6.33450
C 2.14510 0.42789 -7.45224
C 2.71820 0.75679 -8.68410
C 3.44561 1.93995 -8.85107
C 3.51420 2.83497 -7.78124
C 2.96149 2.51239 -6.53329
C 1.93285 2.19619 -3.63624
C 3.13903 2.30725 -2.91178
C 3.35039 3.41553 -2.08978
C 2.36656 4.40697 -1.98299
C 1.20081 4.32853 -2.74946
C 0.98074 3.22095 -3.56948
H -2.01685 -0.25916 -5.07609
H -0.44052 1.67318 -5.56432
H -2.43503 -1.87122 -6.28668
H -3.14488 -3.47374 -8.02858
H -1.92288 -5.62513 -8.34158
H 0.08957 -6.10498 -6.95259
H 0.78459 -4.52610 -5.15488
H -0.24741 -0.38029 -1.82557
H -1.22535 -0.74134 0.32056
H -3.13283 -2.39902 0.64743
H -3.81196 -3.82957 -1.28137
H -2.60592 -3.62347 -3.46642
H 1.55763 -0.48646 -7.35282
H 2.59560 0.08024 -9.52977
H 3.92715 2.17050 -9.80205
H 3.99674 3.80150 -7.91426
H 3.01950 3.24308 -5.72192
H 3.90260 1.52988 -2.99951
H 4.28633 3.50918 -1.53314
H 2.51617 5.25203 -1.31020
H 0.45994 5.12497 -2.71804
H 0.06982 3.16298 -4.15782
C 1.15398 2.75472 8.40636
C 1.34161 3.14968 7.06730
C 1.42355 2.15588 6.08151
C 1.03482 0.83293 6.38649
C 0.99806 0.43523 7.74174
C 0.95857 1.40069 8.75204
N 0.62269 -0.04503 5.38310
C 0.28556 -1.38430 5.77528
C 1.01433 -2.48243 5.27901
C 0.67747 -3.77107 5.70979
C -0.34592 -3.93872 6.65480
C -1.02521 -2.84285 7.21333
C -0.76650 -1.57635 6.71086
H 1.16448 3.52248 9.18745
H 1.43277 4.20282 6.77016
H 1.72605 2.38020 5.04664
H 0.93560 -0.61479 8.02949
H 0.76592 1.11518 9.80142
H 1.87172 -2.28944 4.62528
H 1.22145 -4.63566 5.31095
H -0.67036 -4.93434 6.94535
H -1.72478 -2.95186 8.05114
H -1.31232 -0.68284 7.05706
*
```

Calculated values
- E_LUMO (spin up / spin down): 0.443 / -0.171 eV
- Energy relative to the best compared isomer or geometry (same formula, charge and spin): 8.31 kcal/mol
- Kohn-Sham gap (spin up / spin down): 0.242 / 0.251 Ha
- Total energy: -3405.8942 hartree
- Max |F|: 2.9 eV/A
- ⟨S²⟩: 2.012

Mulliken charges, unit e, in atom order: 0.05, -0.04, -0.27, -1.13, -1.22, -0.98, 0.24, -1.27, -1.50, -1.28, 1.05, 0.60, 0.48, 0.54, 0.28, 0.47, 0.67, 1.08, 0.27, 0.47, 0.27, 0.55, 0.44, 0.35, 0.32, 0.15, 0.10, -0.74, -0.59, 0.58, -0.07, -0.62, -0.47, -0.46, -0.52, 0.83, -1.11, -0.13, -0.22, -0.96, -0.39, 0.29, -0.33, -0.56, -0.49, -0.54, -0.34, 0.50, -0.32, -0.66, -0.46, -0.79, -0.07, 0.62, 0.67, 0.20, 0.37, 0.36, 0.35, 0.37, 0.36, 0.10, 0.42, 0.36, 0.40, 0.38, 0.36, 0.36, 0.36, 0.26, 0.39, 0.40, 0.39, 0.41, 0.31, -0.53, -0.69, -0.63, 0.33, -0.46, -0.55, 0.22, 0.17, -0.29, -0.73, -0.67, -0.83, 0.20, 0.33, 0.40, 0.65, 0.50, 0.37, 0.35, 0.40, 0.37, 0.39, 0.41


What are the molar mass values for these records? In order: 110.2; 645.0; 105.1; 100.1; 735.7 g mol⁻¹.